No. 1
Entry from the Open Molecules 2025 dataset: a 2-piece molecular cluster, C3H4N2OS overall (wB97M-V/def2-TZVPD).

Element x y z (Å)
C -0.872 -1.413 0.459
C 1.395 1.906 0.199
C -0.089 -0.697 -0.554
N -1.949 -0.805 0.845
N -0.707 0.578 -0.862
O 1.906 0.893 0.654
S -1.989 0.765 0.063
H -0.586 -2.448 0.870
H 1.939 2.927 -0.050
H 0.797 -0.532 -0.074
H 0.156 -1.173 -1.551

Values from the calculation:
**Lowest unoccupied orbital energy (alpha / beta)**: -0.25 / -0.13 eV
**Net charge**: 0
**Energy above the lowest of the compared OMol25 structures with the same formula, charge and spin**: 493.22 kJ/mol



No. 2
Entry from the Open Molecules 2025 dataset: C9H7Cl2EuInNO3 as an isolated structure (wB97M-V/def2-TZVPD).

Element x y z (Å)
In 0.182 -1.049 -4.885
Eu -0.631 -0.728 -1.133
Cl -1.588 0.386 -5.635
Cl 1.465 -2.035 -1.828
C -1.160 -2.787 0.652
C -0.271 -0.726 -7.734
C 0.148 -3.656 -8.025
O -0.927 -3.422 1.575
O -0.945 -0.032 -8.380
O 0.169 -4.041 -9.081
C 0.757 2.563 4.698
C 0.390 1.527 3.623
C 1.333 0.725 2.960
C 0.963 -0.021 1.826
N -0.300 0.000 1.340
C -1.249 0.660 2.033
C -0.941 1.368 3.208
H 1.276 2.148 5.585
H 1.432 3.348 4.310
H -0.142 3.100 5.064
H 2.372 0.745 3.284
H 1.654 -0.612 1.210
H -2.249 0.663 1.578
H -1.738 1.875 3.754

Values from the calculation:
**Lowest unoccupied orbital energy (alpha / beta)**: -18.14 / -18.30 eV
**Expectation value of S²**: 12.13
**Net charge**: +4
**Spin multiplicity**: 7



No. 3
Entry from the Open Molecules 2025 dataset: C19H13F5N4RuS2 as an isolated structure (wB97M-V/def2-TZVPD).

Element x y z (Å)
Ru 0.069 0.180 -0.593
F 2.687 -0.163 5.562
C 2.556 0.116 4.274
C 1.344 -0.094 3.644
F 0.307 -0.573 4.322
C 1.245 0.186 2.301
F 0.069 -0.130 1.664
C 2.286 0.700 1.548
S 2.118 1.114 -0.159
C 3.496 0.884 2.205
F 4.547 1.347 1.539
C 3.635 0.596 3.552
F 4.798 0.776 4.156
C -0.998 -5.037 -0.289
C -2.312 -4.583 -0.310
C -2.589 -3.227 -0.350
C -1.531 -2.334 -0.368
C -0.212 -2.779 -0.335
C 0.059 -4.136 -0.304
N -1.678 -0.920 -0.393
N -2.780 -0.365 -0.355
C -2.625 1.032 -0.352
C -3.750 1.841 -0.305
C -3.598 3.217 -0.339
C -2.328 3.772 -0.396
C -1.190 2.963 -0.435
C -1.332 1.588 -0.417
H -0.795 -6.099 -0.252
H -3.127 -5.294 -0.295
H -3.604 -2.854 -0.375
H 0.612 -2.053 -0.307
H 1.080 -4.490 -0.280
H -4.728 1.382 -0.234
H -4.469 3.857 -0.317
H -2.214 4.849 -0.410
H -0.206 3.412 -0.466
N 2.768 0.673 -3.511
C 1.585 1.170 -3.202
N 1.423 2.480 -3.119
S 0.225 0.102 -2.977
H 3.582 1.251 -3.651
H 2.875 -0.326 -3.561
H 2.186 3.128 -3.234
H 0.513 2.840 -2.879

Values from the calculation:
**Lowest unoccupied orbital energy (alpha / beta)**: -4.08 / -4.65 eV
**Expectation value of S²**: 0.76
**Net charge**: +1
**Energy above the lowest of the compared OMol25 structures with the same formula, charge and spin**: 0.69 kJ/mol
**Spin multiplicity**: 2



No. 4
Entry from the Open Molecules 2025 dataset: a 5-piece molecular cluster, C10H15N5 overall (wB97M-V/def2-TZVPD).

Element x y z (Å)
C -2.706 -2.418 -0.759
C -1.823 -1.417 -0.232
N -1.155 -0.582 0.290
H -3.731 -2.144 -0.507
H -2.419 -3.381 -0.337
H -2.641 -2.408 -1.847
C -4.016 -1.397 -7.614
C -3.183 -2.611 -7.417
N -2.492 -3.564 -7.191
H -3.493 -0.570 -7.134
H -5.047 -1.452 -7.263
H -4.078 -1.194 -8.683
C 4.443 -2.946 2.609
C 3.472 -3.908 2.205
N 2.674 -4.725 1.943
H 5.095 -3.594 3.195
H 4.118 -2.004 3.051
H 4.985 -2.786 1.677
C -2.899 3.150 4.976
C -1.455 3.467 5.159
N -0.309 3.647 5.332
H -3.311 2.535 5.776
H -3.131 2.835 3.959
H -3.463 4.079 5.059
C 4.123 4.292 0.678
C 5.163 3.289 0.429
N 5.933 2.437 0.212
H 4.454 5.086 1.348
H 3.400 3.712 1.251
H 3.494 4.571 -0.167

Values from the calculation:
**SMILES string**: CC#N.CC#N.CC#N.CC#N.CC#N
**Lowest unoccupied orbital energy**: 0.48 eV
**Net charge**: 0
**Energy above the lowest of the compared OMol25 structures with the same formula, charge and spin**: 217.03 kJ/mol



No. 5
Entry from the Open Molecules 2025 dataset: C12H10ClF3IrO2 as an isolated structure (wB97M-V/def2-TZVPD).

Element x y z (Å)
C -2.183 -1.228 -0.446
C -1.551 -1.419 -1.693
C -1.319 -0.141 -2.251
H -1.270 -2.367 -2.121
C -1.767 0.833 -1.331
C -2.313 0.147 -0.222
H -2.656 0.605 0.687
H -2.410 -2.001 0.265
H -0.860 0.058 -3.203
H -1.677 1.901 -1.431
Ir 0.082 -0.303 -0.360
Cl 0.240 -2.253 1.181
C 2.431 -0.182 -0.091
C 2.057 1.041 -0.689
C 1.569 0.763 -1.973
H 2.048 1.998 -0.200
C 1.659 -0.636 -2.183
C 2.199 -1.216 -1.027
H 2.318 -2.268 -0.840
H 2.737 -0.316 0.930
H 1.150 1.482 -2.657
H 1.322 -1.170 -3.056
F 0.129 0.399 4.794
C -0.127 1.280 3.760
F -1.201 2.082 4.098
F 0.988 2.076 3.560
C -0.449 0.511 2.519
O -1.464 -0.320 2.532
O 0.319 0.644 1.451

Values from the calculation:
**Lowest unoccupied orbital energy (alpha / beta)**: 0.16 / -2.80 eV
**Expectation value of S²**: 8.77
**Net charge**: 0
**Spin multiplicity**: 6



No. 6
Entry from the Open Molecules 2025 dataset: a 2-piece molecular cluster, C16H30ClIN3O8 overall (wB97M-V/def2-TZVPD).

Element x y z (Å)
C 2.659 4.593 -2.757
C 1.214 4.489 -1.923
N 0.841 3.069 -1.551
C -0.495 2.646 -2.118
N -0.231 1.986 -3.452
N 1.116 1.751 -3.681
C 1.390 0.379 -3.677
O 1.847 -0.809 -3.191
C -1.399 1.709 -1.076
C -0.787 0.158 -0.943
C -1.642 -0.877 -1.885
C -1.791 -2.401 -1.273
C -0.537 -3.335 -1.857
C 0.450 -3.582 -0.529
O 1.820 -3.979 -0.894
C 2.533 -4.061 0.421
C 3.129 -2.684 1.130
O 2.721 -5.204 1.090
O -1.451 2.233 0.295
C -2.817 2.542 0.737
C -3.359 1.517 1.943
C -2.155 0.945 2.899
C -1.233 2.101 3.616
I -0.187 1.083 5.306
H 3.049 5.720 -2.700
H 2.507 4.364 -3.905
H 3.473 3.853 -2.355
H 1.312 5.180 -0.958
H 0.426 5.034 -2.615
H 0.938 2.875 -0.531
H -1.187 3.591 -2.349
H -0.827 1.147 -3.622
H -2.440 1.579 -1.602
H 0.377 0.117 -1.091
H -0.974 -0.168 0.191
H -2.751 -0.515 -2.119
H -1.127 -0.986 -2.954
H -1.777 -2.349 -0.103
H -2.812 -2.885 -1.656
H -0.967 -4.332 -2.296
H 0.057 -2.801 -2.718
H 0.515 -2.535 0.041
H -0.095 -4.405 0.107
H 2.825 -1.774 0.457
H 4.289 -2.703 1.296
H 2.619 -2.539 2.196
H -3.609 2.659 -0.115
H -2.757 3.609 1.270
H -4.068 2.192 2.626
H -4.021 0.652 1.506
H -1.442 0.172 2.353
H -2.686 0.352 3.789
H -0.354 2.510 2.937
H -1.896 2.953 4.086
O 2.967 -3.804 4.230
Cl 2.353 -4.967 4.841
O 2.392 -4.833 6.284
O 3.078 -6.159 4.447
O 0.975 -5.072 4.402

Values from the calculation:
**Lowest unoccupied orbital energy**: 1.19 eV
**Net charge**: -1
**Energy above the lowest of the compared OMol25 structures with the same formula, charge and spin**: 803.33 kJ/mol



No. 7
Entry from the Open Molecules 2025 dataset: C16H9Cl6N4O6STa as an isolated structure (wB97M-V/def2-TZVPD).

Element x y z (Å)
Ta 0.408 -1.847 -0.538
Cl 2.765 -3.338 -0.284
C 3.284 -1.675 -0.386
C 2.214 -0.779 -0.411
C 2.546 0.587 -0.379
Cl 1.288 1.746 -0.310
C 3.874 1.004 -0.409
Cl 4.252 2.664 -0.416
C 4.906 0.047 -0.434
Cl 6.518 0.548 -0.487
C 4.611 -1.327 -0.405
Cl 5.834 -2.512 -0.386
N -3.058 5.385 -1.461
C -2.744 4.106 -1.247
C -1.738 3.474 -2.024
C -1.411 2.167 -1.812
C -2.093 1.446 -0.813
C -3.113 2.047 -0.042
C -3.416 3.359 -0.245
S -1.879 -0.207 -0.615
O -0.851 -0.706 -1.665
O -3.080 -0.949 -0.504
N -0.825 -0.734 0.541
C -0.624 -1.106 1.859
N -1.205 -0.727 2.948
C -0.733 -1.297 4.069
C 0.303 -2.221 4.073
C 0.859 -2.568 2.854
N 0.388 -2.001 1.748
H -2.613 5.915 -2.191
H -3.789 5.838 -0.940
H -1.240 4.033 -2.804
H -0.661 1.686 -2.423
H -3.655 1.472 0.698
H -4.191 3.832 0.343
H -1.214 -0.989 4.989
H 0.660 -2.663 4.991
H 1.661 -3.287 2.749
O -1.851 -3.892 -1.965
Cl -0.505 -4.162 -1.699
O -0.054 -5.432 -2.027
O 0.376 -3.092 -2.294
O -0.204 -3.842 -0.244

Values from the calculation:
**Lowest unoccupied orbital energy**: -8.36 eV
**Net charge**: +2
**Energy above the lowest of the compared OMol25 structures with the same formula, charge and spin**: 0.00 kJ/mol



No. 8
Entry from the Open Molecules 2025 dataset: C18H24N2O3 in the gas phase (wB97M-V/def2-TZVPD).

Element x y z (Å)
C -0.481 -3.146 -0.579
C 0.838 -2.406 -0.755
C 1.498 -2.086 0.602
O 2.877 -1.807 0.454
C 3.147 -0.577 -0.077
C 4.301 -0.395 -0.821
C 4.580 0.846 -1.369
C 3.695 1.895 -1.196
C 2.548 1.728 -0.439
C 2.283 0.500 0.151
N 1.179 0.291 0.997
C 0.492 1.421 1.598
C -0.648 1.904 0.684
O -0.585 2.937 0.050
N -1.677 1.047 0.665
C -2.825 1.184 -0.208
C -4.110 0.873 0.571
C -4.431 -0.616 0.508
C -4.778 -1.030 -0.928
C -4.037 -0.167 -1.956
C -2.672 0.248 -1.420
C 0.726 -0.955 1.259
O -0.275 -1.158 1.931
H -0.984 -3.256 -1.537
H -0.309 -4.136 -0.163
H -1.135 -2.606 0.102
H 0.682 -1.474 -1.306
H 1.538 -3.019 -1.327
H 1.445 -2.967 1.250
H 4.964 -1.234 -0.958
H 5.482 0.984 -1.945
H 3.895 2.854 -1.648
H 1.857 2.548 -0.324
H 1.204 2.229 1.766
H 0.077 1.085 2.552
H -1.605 0.194 1.208
H -2.829 2.227 -0.538
H -4.942 1.439 0.149
H -3.984 1.193 1.607
H -5.264 -0.848 1.172
H -3.568 -1.182 0.864
H -4.517 -2.080 -1.071
H -5.853 -0.937 -1.092
H -4.615 0.731 -2.182
H -3.919 -0.721 -2.888
H -2.089 0.747 -2.196
H -2.124 -0.646 -1.116

Values from the calculation:
**SMILES string**: CC[C@H]1Oc2ccccc2N(CC(=O)NC2CCCCC2)C1=O
**Lowest unoccupied orbital energy**: 0.82 eV
**Net charge**: 0
**Energy above the lowest of the compared OMol25 structures with the same formula, charge and spin**: 38.58 kJ/mol



No. 9
Entry from the Open Molecules 2025 dataset: C59H46MnN3O4PS2Se2 as an isolated structure (wB97M-V/def2-TZVPD).

Element x y z (Å)
Mn -0.060 -0.342 0.024
O -4.480 -0.350 -3.321
C -3.505 -0.105 -4.216
C -3.836 -0.130 -5.572
C -2.870 0.099 -6.533
C -1.550 0.361 -6.165
C -1.221 0.379 -4.823
C -2.177 0.142 -3.836
C -1.757 0.179 -2.416
O -0.536 0.173 -2.122
N -2.750 0.267 -1.526
N -2.244 0.246 -0.265
C -2.930 0.792 0.648
C -2.402 0.777 2.019
C -3.195 1.156 3.094
C -2.684 1.064 4.375
C -1.403 0.563 4.544
C -0.688 0.209 3.415
N -1.149 0.347 2.175
H -4.071 -0.248 -2.424
H -4.865 -0.333 -5.842
H -3.148 0.078 -7.580
H -0.795 0.556 -6.918
H -0.212 0.587 -4.498
H -3.890 1.248 0.422
H -4.205 1.500 2.910
H -3.282 1.357 5.229
H -0.969 0.429 5.526
H 0.295 -0.239 3.519
C 5.458 -0.292 6.889
C 4.601 0.017 5.690
C 3.648 1.030 5.738
C 2.865 1.326 4.631
C 3.056 0.607 3.462
C 3.983 -0.422 3.390
C 4.752 -0.705 4.506
S 2.050 0.969 2.036
O 1.960 -0.346 1.288
C 3.147 2.173 1.264
C 2.821 3.491 1.662
C 3.486 4.550 1.134
C 4.472 4.346 0.137
C 5.134 5.441 -0.475
C 6.049 5.239 -1.464
C 6.345 3.925 -1.893
C 5.734 2.851 -1.314
C 4.780 3.028 -0.274
C 4.112 1.916 0.335
C 4.554 0.540 -0.059
C 5.837 0.099 0.412
C 6.586 0.852 1.356
C 7.805 0.416 1.789
C 8.351 -0.791 1.299
C 7.646 -1.544 0.406
C 6.371 -1.126 -0.049
C 5.610 -1.922 -0.943
C 4.379 -1.517 -1.344
C 3.861 -0.272 -0.911
S 2.158 -0.026 -1.423
O 1.602 1.265 -0.875
C 2.453 0.205 -3.162
C 2.135 -0.816 -4.039
C 2.350 -0.625 -5.399
C 2.853 0.579 -5.882
C 3.070 0.791 -7.359
C 3.151 1.595 -4.971
C 2.959 1.416 -3.613
H 4.957 -0.012 7.816
H 6.400 0.259 6.842
H 5.700 -1.354 6.935
H 3.506 1.589 6.656
H 2.112 2.105 4.681
H 4.079 -1.002 2.479
H 5.479 -1.509 4.459
H 2.023 3.645 2.382
H 3.249 5.561 1.441
H 4.890 6.444 -0.144
H 6.545 6.082 -1.929
H 7.062 3.769 -2.690
H 5.968 1.852 -1.657
H 6.173 1.774 1.746
H 8.357 0.997 2.518
H 9.326 -1.118 1.636
H 8.050 -2.478 0.032
H 6.015 -2.869 -1.282
H 3.774 -2.148 -1.988
H 1.700 -1.740 -3.674
H 2.091 -1.416 -6.095
H 2.499 0.072 -7.947
H 4.124 0.671 -7.619
H 2.769 1.796 -7.658
H 3.535 2.542 -5.335
H 3.176 2.212 -2.908
Se -0.396 -2.831 2.092
P -1.080 -3.691 0.260
Se -0.123 -2.779 -1.441
C -2.886 -3.444 0.121
C -3.463 -3.014 -1.070
C -4.836 -2.800 -1.147
C -5.636 -3.029 -0.038
C -5.065 -3.462 1.154
C -3.696 -3.659 1.238
C -0.869 -5.503 0.249
C -0.425 -6.169 -0.887
C -0.298 -7.554 -0.879
C -0.614 -8.276 0.262
C -1.052 -7.613 1.403
C -1.174 -6.232 1.399
H -2.833 -2.827 -1.930
H -5.268 -2.438 -2.072
H -6.705 -2.864 -0.099
H -5.689 -3.634 2.024
H -3.244 -3.947 2.180
H -0.175 -5.599 -1.774
H 0.053 -8.066 -1.767
H -0.515 -9.354 0.267
H -1.289 -8.173 2.300
H -1.481 -5.711 2.299

Values from the calculation:
**Lowest unoccupied orbital energy (alpha / beta)**: -0.14 / -0.15 eV
**Expectation value of S²**: 8.75
**Net charge**: 0
**Energy above the lowest of the compared OMol25 structures with the same formula, charge and spin**: 0.00 kJ/mol
**Spin multiplicity**: 6



No. 10
Entry from the Open Molecules 2025 dataset: a 2-piece molecular cluster, CH5NO2S overall (wB97M-V/def2-TZVPD).

Element x y z (Å)
C 2.060 0.000 0.257
N -3.669 -0.328 0.175
O -1.277 0.313 -0.391
O 1.606 0.391 -1.049
S -2.435 -0.567 -0.620
H 2.801 0.834 0.557
H 1.334 0.276 0.991
H 2.291 -0.979 0.448
H -3.732 0.278 1.013
H 1.022 -0.219 -1.381

Values from the calculation:
**Lowest unoccupied orbital energy**: -0.72 eV
**Net charge**: 0
**Energy above the lowest of the compared OMol25 structures with the same formula, charge and spin**: 254.21 kJ/mol



No. 11
Entry from the Open Molecules 2025 dataset: a 2-piece molecular cluster, C5H14 overall (wB97M-V/def2-TZVPD).

Element x y z (Å)
C -1.343 -1.920 0.511
C 0.111 -1.817 1.040
C 0.463 -0.380 1.239
H -1.454 -1.266 -0.366
H -1.756 -2.933 0.474
H -2.017 -1.332 1.191
H 0.259 -2.489 1.911
H 0.768 -2.322 0.323
H 1.027 -0.229 2.172
H 1.203 0.109 0.599
H -0.345 0.365 1.218
C 1.113 1.445 -1.191
C -0.274 2.031 -1.408
H 1.423 1.898 -0.255
H 1.165 0.361 -1.191
H 1.772 1.658 -2.061
H -1.000 1.786 -2.181
H -0.091 3.103 -1.407
H -1.024 1.930 -0.617

Values from the calculation:
**SMILES string**: CCC.CC
**Lowest unoccupied orbital energy**: 1.13 eV
**Net charge**: 0
**Energy above the lowest of the compared OMol25 structures with the same formula, charge and spin**: 120.08 kJ/mol



No. 12
Entry from the Open Molecules 2025 dataset: a 2-piece molecular cluster, C3H7NO4 overall (wB97M-V/def2-TZVPD).

Element x y z (Å)
O 2.487 1.025 0.377
C 1.440 0.416 -0.079
N 0.212 0.587 0.589
C -1.070 0.585 0.141
O -2.014 0.831 1.142
O -1.434 0.354 -1.004
C 1.489 -0.335 -1.394
H 0.297 0.632 1.588
H -1.707 0.409 1.960
H 2.515 -0.301 -1.710
H 0.807 0.037 -2.176
H 1.155 -1.387 -1.294
H -0.077 -2.777 0.381
H -1.357 -2.402 -0.456
O -0.924 -2.322 0.397

Values from the calculation:
**Lowest unoccupied orbital energy (alpha / beta)**: 3.59 / 3.46 eV
**Expectation value of S²**: 0.76
**Net charge**: -1
**Energy above the lowest of the compared OMol25 structures with the same formula, charge and spin**: 43.83 kJ/mol
**Spin multiplicity**: 2



| no. | strongest force on any atom (Eh/bohr) | calculated total energy (eV) |
| --- | --- | --- |
| 1 | 0.085 | -19033.9365 |
| 2 | 0.101 | -66574.0888 |
| 3 | 0.030 | -63707.0557 |
| 4 | 0.110 | -18060.8782 |
| 5 | 0.138 | -40209.4434 |
| 6 | 0.204 | -58533.9590 |
| 7 | 0.028 | -122482.2863 |
| 8 | 0.012 | -28179.7728 |
| 9 | 0.019 | -267565.4038 |
| 10 | 0.104 | -17536.3087 |
| 11 | 0.055 | -5410.8050 |
| 12 | 0.026 | -12904.3593 |